125
Properties=species:S:1:pos:R:3:forces:R:3 method="wB97M-V/def2-TZVPD" charge=0 total_energy_ha=-5194.70388 homo_lumo_gap_ev=7.469
C 0.487320 2.284067 0.348178 -0.42 -0.53 0.01
Si -0.716782 1.794411 -0.996312 0.23 0.68 -0.16
C -2.309030 2.755511 -0.753120 0.23 -0.35 0.09
C 0.061734 2.284948 -2.643141 -0.19 -0.11 0.23
C -0.949171 -0.087519 -0.763934 0.09 0.52 0.17
O -1.949788 -0.223675 0.281586 -0.34 -0.14 -0.02
S -2.467782 -1.732106 0.213632 0.57 0.30 1.05
O -1.442709 -2.575506 0.722260 0.38 -0.28 0.01
O -3.765104 -1.826845 0.758500 -0.56 0.21 -0.09
O -2.515585 -1.803548 -1.325845 0.18 0.02 -1.09
C -1.379414 -1.014072 -1.911238 -0.79 -0.68 0.63
C -0.304902 -1.979920 -2.328042 -0.04 0.24 -0.32
C 0.779778 -1.315215 -3.184306 0.46 -0.40 0.40
C 2.086123 -0.899801 -2.489749 -0.18 0.04 0.08
C 2.813967 -1.944291 -1.625662 0.06 0.19 -0.26
S 3.417308 -1.184056 -0.078072 0.20 0.46 -0.10
C 2.821993 -2.222524 1.162314 0.18 -0.49 -0.23
N 3.122833 -3.454661 1.404942 0.03 0.34 -0.20
N 2.388728 -3.812002 2.516598 -0.15 -0.22 0.13
C 1.719563 -2.769869 2.853173 -0.13 -0.75 0.37
O 1.938069 -1.717583 2.060600 -0.11 0.36 -0.16
H 0.114016 1.878188 1.286718 -0.02 0.04 0.27
H 0.554588 3.361051 0.435953 0.14 0.26 -0.01
H 1.468424 1.847856 0.189579 0.28 0.02 -0.08
H -2.607269 3.275948 -1.653800 -0.13 0.07 -0.24
H -3.119530 2.118439 -0.417201 -0.21 -0.11 0.01
H -2.139101 3.496121 0.021558 0.00 0.18 0.16
H -0.668791 2.736683 -3.303969 -0.18 0.01 -0.19
H 0.569975 1.491531 -3.175224 0.13 -0.11 -0.10
H 0.789544 3.060973 -2.428175 0.22 0.14 0.04
H -0.014296 -0.454236 -0.336994 0.16 -0.20 -0.03
H -1.888359 -0.523900 -2.725603 0.26 0.26 -0.32
H -0.767659 -2.747815 -2.931052 -0.19 -0.18 -0.04
H 0.058686 -2.445657 -1.419975 0.32 -0.16 0.15
H 1.021286 -1.991169 -3.995242 0.08 -0.20 -0.17
H 0.364047 -0.436338 -3.662596 -0.11 0.17 -0.21
H 1.917569 -0.019448 -1.876069 -0.13 0.20 0.12
H 2.778292 -0.589525 -3.265535 0.10 0.22 -0.16
H 2.237012 -2.830742 -1.409304 -0.27 -0.13 0.26
H 3.703961 -2.276709 -2.142287 0.17 -0.18 -0.11
H 1.035656 -2.702368 3.672133 -0.19 0.28 0.18
C -5.743524 1.602818 -6.090177 0.09 0.12 -0.07
C -6.549389 0.643052 -5.612761 0.04 0.13 -0.10
C -6.157285 -0.226244 -4.443018 0.29 0.00 0.18
O -6.961357 -1.058946 -4.076306 -0.13 -0.04 -0.08
C -4.853644 -0.022600 -3.832952 -0.04 -0.12 0.09
C -4.053979 0.935346 -4.316489 -0.09 -0.19 0.13
C -4.452440 1.816682 -5.470294 -0.29 -0.01 -0.19
O -3.650106 2.664147 -5.817157 0.15 0.03 0.04
O -2.844521 1.197923 -3.833573 0.08 0.08 0.02
O -7.742501 0.374402 -6.112711 -0.07 -0.02 -0.02
H -6.016772 2.230978 -6.925875 -0.03 -0.01 0.00
H -4.575500 -0.658456 -3.002032 0.01 0.02 0.01
H -2.494739 1.935113 -4.372758 -0.03 0.05 -0.07
H -8.107063 -0.356181 -5.576385 -0.01 -0.04 0.05
C 2.044023 0.827061 6.946748 -0.13 -0.01 -0.13
C 3.014894 1.223338 7.781796 -0.15 0.00 -0.01
C 4.464964 0.878581 7.547224 0.17 -0.19 -0.23
O 5.270225 1.300398 8.355886 -0.04 0.08 0.12
C 4.808004 0.077254 6.390397 0.10 0.03 0.08
C 3.838288 -0.319367 5.553522 0.14 0.05 0.05
C 2.389191 0.040690 5.779785 -0.12 0.13 0.23
O 1.581321 -0.361404 4.962378 0.04 -0.09 -0.11
O 4.062168 -1.049911 4.474566 -0.02 0.00 -0.12
O 2.797256 1.940989 8.869772 -0.01 0.04 0.05
H 1.003041 1.068165 7.108641 0.00 0.02 0.02
H 5.847440 -0.175287 6.237154 0.00 -0.01 -0.03
H 3.199585 -1.165344 4.029737 0.00 0.05 0.07
H 3.672280 2.085181 9.279698 0.07 0.00 0.01
C 2.270470 4.429782 4.867950 -0.03 0.00 0.13
C 2.646778 4.365201 3.583181 0.00 -0.04 0.18
C 2.110737 5.316033 2.541742 -0.23 0.19 0.04
O 2.524178 5.176340 1.405919 0.08 -0.08 -0.10
C 1.142178 6.314583 2.946055 0.05 -0.01 -0.16
C 0.763849 6.377732 4.230644 -0.01 0.05 -0.16
C 1.316079 5.440934 5.277157 0.21 -0.25 -0.01
O 0.919590 5.591163 6.417062 -0.10 0.09 0.04
O -0.112475 7.251987 4.693966 -0.04 0.04 0.03
O 3.509017 3.477969 3.115705 0.07 -0.07 -0.02
H 2.650326 3.754572 5.621439 0.01 -0.02 0.00
H 0.753167 6.982036 2.190361 -0.01 0.02 0.02
H -0.193673 7.074350 5.651315 0.01 -0.03 0.06
H 3.601350 3.663493 2.160643 -0.03 0.04 -0.06
C 8.123511 2.873992 -0.598030 -0.08 0.13 -0.02
C 8.918001 1.813155 -0.395820 -0.04 0.17 0.00
C 8.433583 0.397813 -0.594963 -0.31 -0.11 -0.09
O 9.236114 -0.494118 -0.401526 0.15 0.01 0.05
C 7.055500 0.186805 -0.998633 0.08 -0.14 0.01
C 6.265567 1.248787 -1.199929 0.03 -0.19 0.03
C 6.753996 2.662612 -1.019163 0.29 0.15 0.11
O 5.953955 3.554886 -1.236091 -0.13 -0.04 -0.02
O 4.995344 1.160986 -1.567653 -0.12 0.00 -0.12
O 10.178852 1.905774 -0.010805 0.08 0.00 0.02
H 8.461769 3.890699 -0.458265 0.03 0.00 0.00
H 6.710418 -0.830299 -1.120891 -0.02 0.01 0.01
H 4.672310 2.080620 -1.638646 0.01 0.09 0.00
H 10.512235 0.989780 0.054083 0.00 -0.07 0.00
C -2.370016 -4.500543 -5.581094 0.05 0.11 0.12
C -2.771826 -5.396046 -6.496527 0.03 0.07 0.15
C -2.466049 -5.231909 -7.966314 0.16 0.25 -0.15
O -2.859808 -6.105240 -8.713550 -0.09 -0.13 0.03
C -1.733072 -4.055455 -8.394425 -0.04 -0.10 -0.11
C -1.335920 -3.162194 -7.478923 -0.01 -0.06 -0.16
C -1.623363 -3.339565 -6.009921 -0.20 -0.24 0.18
O -1.205063 -2.475972 -5.255476 0.01 0.15 -0.16
O -0.664242 -2.060034 -7.774052 0.04 0.06 -0.02
O -3.456955 -6.483330 -6.201928 -0.04 -0.08 0.01
H -2.583752 -4.610871 -4.526938 -0.01 -0.03 -0.01
H -1.530217 -3.938540 -9.449331 0.02 0.02 0.00
H -0.505439 -1.601870 -6.927201 0.00 0.01 0.07
H -3.609479 -6.951024 -7.046244 0.00 -0.01 -0.06
C -6.566276 -2.874906 6.027068 0.06 0.08 0.11
C -7.147368 -3.577614 5.045212 0.02 0.05 0.17
C -6.644596 -3.536968 3.622592 0.27 0.22 -0.09
O -7.234280 -4.227386 2.811923 -0.14 -0.09 0.02
C -5.511038 -2.690128 3.312331 -0.09 -0.12 -0.15
C -4.931083 -1.986357 4.294561 -0.01 -0.08 -0.16
C -5.417855 -2.044069 5.720014 -0.24 -0.15 0.13
O -4.813369 -1.381295 6.543577 0.10 0.08 -0.03
O -3.887727 -1.192427 4.107558 0.08 0.06 0.00
O -8.196849 -4.363015 5.226597 -0.07 -0.05 0.02
H -6.917181 -2.900381 7.048831 -0.01 -0.02 0.00
H -5.160140 -2.655148 2.291423 0.03 0.02 0.03
H -3.666993 -0.821591 4.982624 -0.02 0.01 0.08
H -8.397828 -4.746786 4.350719 0.01 -0.01 -0.08